# 1
The following is a DFT calculation (ωB97M-V with the def2-TZVPD basis set) of a structure of composition C58H45IN7O2PTl.

As for the lowest unoccupied orbital energy: 0.068 Eh. As for the orbital gap: 5.4939 eV. The calculation puts the HOMO energy at -3.66 eV. The value obtained for the energy above the lowest of the compared OMol25 structures with the same formula, charge and spin is 0.0 kJ/mol. The total charge is -1.

Cartesian coordinates (Å):
Tl 1.835 -0.459 -0.112
C -3.902 -1.655 2.234
N -2.505 -1.806 1.891
C -1.620 -0.840 1.472
N -0.417 -1.362 1.379
C -0.490 -2.682 1.685
C -1.799 -2.978 2.048
C -2.336 -4.208 2.610
C -1.580 -4.878 3.582
C -2.054 -6.046 4.126
C -3.236 -6.632 3.699
C -3.966 -6.016 2.697
C -3.522 -4.793 2.161
C 0.656 -3.569 1.482
C 0.472 -4.797 0.857
C 1.536 -5.606 0.513
C 2.830 -5.199 0.851
C 3.025 -3.982 1.496
C 1.948 -3.169 1.792
P -2.156 0.882 1.120
C -0.869 1.874 1.991
N 0.418 1.847 1.743
C 0.991 2.772 2.565
C 0.021 3.377 3.348
N -1.166 2.793 2.952
C -2.475 3.148 3.461
C 0.174 4.384 4.425
C 1.098 4.132 5.437
C 1.316 5.057 6.448
C 0.630 6.263 6.451
C -0.315 6.523 5.463
C -0.538 5.591 4.467
C 2.450 3.008 2.543
C 3.004 4.288 2.604
C 4.378 4.467 2.655
C 5.210 3.349 2.609
C 4.670 2.067 2.501
C 3.301 1.912 2.443
C -1.619 1.137 -0.623
N -0.404 1.039 -1.086
C -0.434 1.341 -2.419
C -1.732 1.652 -2.780
N -2.479 1.511 -1.629
C -3.917 1.719 -1.547
C -2.240 2.191 -4.056
C -1.539 3.244 -4.668
C -1.933 3.743 -5.891
C -3.080 3.239 -6.514
C -3.811 2.241 -5.907
C -3.384 1.713 -4.696
C 0.746 1.206 -3.270
C 1.978 1.608 -2.780
C 3.123 1.439 -3.552
C 3.043 0.795 -4.777
C 1.814 0.368 -5.273
C 0.675 0.588 -4.508
H -4.119 -0.588 2.285
H -4.574 -2.099 1.500
H -4.096 -2.072 3.210
H -0.625 -4.461 3.901
H -1.458 -6.532 4.895
H -3.501 -7.599 4.069
H -4.845 -6.496 2.295
H -4.090 -4.328 1.369
H -0.551 -5.087 0.576
H 1.356 -6.493 -0.075
H 3.673 -5.800 0.545
H 4.001 -3.536 1.667
H 2.113 -2.187 2.218
H -2.405 3.344 4.515
H -2.866 4.022 2.942
H -3.161 2.318 3.354
H 1.644 3.204 5.446
H 2.083 4.847 7.177
H 0.803 6.981 7.237
H -0.801 7.491 5.415
H -1.236 5.804 3.678
H 2.317 5.131 2.616
H 4.789 5.465 2.706
H 6.304 3.440 2.614
H 5.302 1.183 2.416
H 2.864 0.946 2.319
H -4.183 2.674 -1.982
H -4.456 0.942 -2.049
H -4.182 1.683 -0.495
H -0.639 3.584 -4.159
H -1.325 4.545 -6.311
H -3.342 3.628 -7.498
H -4.620 1.748 -6.407
H -3.913 0.875 -4.282
H 2.028 2.035 -1.777
H 4.084 1.720 -3.148
H 3.956 0.590 -5.330
H 1.761 -0.196 -6.197
H -0.284 0.239 -4.839
I 3.913 -1.996 -2.116
C 2.415 -2.450 -3.529
C 2.847 -2.820 -4.761
C 1.929 -3.210 -5.764
C 0.593 -3.215 -5.444
C 0.143 -2.805 -4.172
C -1.247 -2.849 -3.885
C -1.689 -2.466 -2.653
C -0.748 -2.048 -1.674
C 0.608 -1.933 -1.875
C 1.041 -2.360 -3.177
H 3.909 -2.844 -4.950
H 2.263 -3.493 -6.754
H -0.165 -3.563 -6.139
H -1.936 -3.217 -4.644
H -2.727 -2.513 -2.393
H -1.204 -1.754 -0.747
O 6.141 -1.216 -0.032
N 5.687 -0.796 1.063
O 4.598 -1.256 1.515

=====

# 2
The following is a DFT calculation (ωB97M-V with the def2-TZVPD basis set) of a structure of composition C24H34BCl3N6O3PdS3.

As for the lowest unoccupied orbital energy (spin up / spin down): 0.019 / -0.058 Eh. As for the orbital gap (spin up / spin down): 7.7751 / 5.6362 eV. As for the multiplicity: 3. The calculation puts the HOMO energy (spin up / spin down) at -7.27 / -7.21 eV.

Cartesian coordinates (Å):
Pd 0.427 0.240 -0.526
C 1.778 -4.985 -1.053
C 0.357 -5.333 -0.597
C -0.025 -6.663 -1.245
C 0.258 -5.505 0.922
N -0.603 -4.289 -1.058
C -1.644 -4.551 -1.930
C -2.277 -3.394 -2.161
N -1.660 -2.388 -1.436
B -2.276 -0.972 -1.622
N -3.068 -0.412 -0.398
C -4.440 -0.288 -0.531
C -4.922 0.340 0.551
N -3.852 0.645 1.372
C -2.713 0.181 0.773
S -1.157 0.231 1.462
C -4.032 1.233 2.736
C -5.477 1.713 2.858
C -3.131 2.450 2.977
C -3.780 0.126 3.765
N -1.355 0.181 -2.181
C -2.012 1.335 -2.561
C -1.187 2.072 -3.324
N 0.001 1.389 -3.482
C -0.106 0.222 -2.766
S 0.996 -1.079 -2.757
C 1.212 1.971 -4.157
C 1.708 1.056 -5.284
C 0.798 3.297 -4.786
C 2.319 2.233 -3.135
C -0.631 -2.953 -0.753
S 0.433 -2.198 0.339
H 2.451 -5.798 -0.781
H 2.136 -4.071 -0.590
H 1.804 -4.856 -2.137
H 0.681 -7.419 -0.906
H 0.034 -6.612 -2.333
H -1.026 -6.983 -0.950
H 0.922 -6.309 1.241
H -0.764 -5.764 1.203
H 0.543 -4.597 1.444
H -1.850 -5.526 -2.327
H -3.122 -3.199 -2.794
H -3.103 -1.128 -2.475
H -4.958 -0.659 -1.396
H -5.934 0.611 0.780
H -5.710 2.456 2.093
H -5.596 2.181 3.833
H -6.191 0.890 2.799
H -3.124 3.093 2.100
H -2.110 2.165 3.196
H -3.517 3.014 3.828
H -4.489 -0.692 3.622
H -3.904 0.523 4.773
H -2.767 -0.262 3.668
H -3.014 1.549 -2.242
H -1.375 3.027 -3.774
H 0.869 0.703 -5.887
H 2.240 0.197 -4.899
H 2.382 1.623 -5.927
H 0.013 3.156 -5.532
H 1.666 3.724 -5.285
H 0.464 4.013 -4.036
H 2.641 1.307 -2.664
H 1.971 2.915 -2.361
H 3.177 2.678 -3.641
Cl -1.857 5.586 0.744
C -0.577 4.786 -0.167
Cl 0.981 5.101 0.600
Cl -0.558 5.456 -1.822
C -0.843 3.225 -0.314
O -2.004 2.861 -0.191
O 0.210 2.592 -0.595
O 2.340 1.252 1.446
C 2.113 0.659 0.514